A structure of composition C70H56BrClIKN5PS3 in a non-equilibrium geometry. Source: OMol25; level of theory: wB97M-V/def2-TZVPD.

Structure (XYZ):
```
139
Properties=species:S:1:pos:R:3:forces:R:3
K 0.111 0.438 -0.212 0.7 0.0 1.1
N -2.051 -0.236 -1.074 -0.7 -0.1 -0.3
S -2.824 0.354 -2.138 -0.1 0.0 -0.1
N -2.047 0.789 -3.565 -0.1 0.1 0.0
S -1.543 2.073 -4.208 0.1 0.0 0.1
N -0.540 3.080 -3.605 0.0 -0.1 0.0
S 0.986 2.651 -3.081 -0.1 0.0 -0.1
N 1.191 1.494 -2.238 0.3 0.4 -0.5
C 1.473 4.273 -2.479 -0.1 0.0 0.0
C 0.880 5.464 -2.873 0.0 0.0 0.0
C 1.404 6.662 -2.410 0.0 0.0 0.0
C 2.496 6.660 -1.553 0.0 0.0 0.0
C 3.064 5.461 -1.146 0.0 0.0 0.0
C 2.555 4.259 -1.614 0.0 0.0 0.0
C 1.929 2.650 -4.632 0.0 0.0 0.0
C 2.542 1.450 -4.939 0.0 0.0 0.0
C 3.337 1.358 -6.074 0.0 0.0 0.0
C 3.528 2.471 -6.879 0.0 0.0 0.0
C 2.920 3.678 -6.554 0.0 0.0 0.0
C 2.116 3.772 -5.429 0.0 0.0 0.0
C -0.954 1.441 -5.767 0.0 0.0 0.0
C -0.807 0.075 -5.944 0.0 0.0 0.0
C -0.280 -0.389 -7.141 0.0 0.0 0.0
C 0.085 0.507 -8.135 0.0 0.0 0.0
C -0.073 1.875 -7.941 0.0 0.0 0.0
C -0.591 2.350 -6.750 0.0 0.0 0.0
C -2.860 3.185 -4.652 0.0 0.0 0.0
C -3.751 2.792 -5.641 0.0 0.0 0.0
C -4.816 3.622 -5.950 0.0 0.0 0.0
C -4.980 4.822 -5.269 0.0 0.0 0.0
C -4.084 5.194 -4.278 0.0 0.0 0.0
C -3.011 4.375 -3.960 0.0 0.0 0.1
C -4.014 -0.762 -2.895 -0.1 0.1 0.0
C -4.448 -0.687 -4.210 0.0 0.0 0.0
C -5.327 -1.648 -4.690 0.0 0.0 0.0
C -5.760 -2.672 -3.856 0.0 0.0 0.0
C -5.315 -2.739 -2.543 0.0 0.0 0.0
C -4.437 -1.782 -2.057 0.0 0.0 0.0
C -3.795 1.795 -1.704 0.0 0.0 0.0
C -3.226 2.578 -0.712 0.0 0.0 0.0
C -3.904 3.705 -0.267 0.0 0.0 0.0
C -5.152 4.010 -0.792 0.0 0.0 0.0
C -5.722 3.199 -1.769 0.0 0.1 0.0
C -5.043 2.087 -2.240 0.0 0.0 0.0
H 0.015 5.450 -3.522 0.0 0.0 0.0
H 0.947 7.598 -2.706 0.0 0.0 0.0
H 2.892 7.597 -1.183 0.0 0.0 0.0
H 3.895 5.459 -0.454 0.0 0.0 0.0
H 2.965 3.308 -1.294 0.0 0.0 0.0
H 2.403 0.616 -4.262 0.0 0.0 0.0
H 3.826 0.422 -6.314 0.0 0.0 0.0
H 4.161 2.405 -7.755 0.0 0.0 0.0
H 3.081 4.551 -7.173 0.0 0.0 0.0
H 1.657 4.716 -5.170 0.0 0.0 0.0
H -1.097 -0.602 -5.152 0.0 0.0 0.0
H -0.158 -1.454 -7.294 0.0 0.0 0.0
H 0.497 0.142 -9.067 0.0 0.0 0.0
H 0.221 2.572 -8.715 0.0 0.0 0.0
H -0.705 3.413 -6.577 0.0 0.0 0.0
H -3.603 1.863 -6.177 0.0 0.0 0.0
H -5.512 3.336 -6.727 0.0 0.0 0.0
H -5.814 5.468 -5.512 0.0 0.0 0.0
H -4.222 6.120 -3.736 0.0 0.0 0.0
H -2.311 4.641 -3.179 0.0 0.0 0.0
H -4.087 0.101 -4.855 0.0 0.0 0.0
H -5.667 -1.603 -5.717 0.0 0.0 0.0
H -6.440 -3.424 -4.236 0.0 0.0 0.0
H -5.642 -3.545 -1.899 0.0 0.0 0.0
H -4.044 -1.826 -1.048 0.0 0.0 0.0
H -2.281 2.307 -0.249 0.0 0.0 0.0
H -3.452 4.314 0.508 0.0 0.0 0.0
H -5.695 4.873 -0.428 0.0 0.0 0.0
H -6.703 3.432 -2.164 0.0 0.0 0.0
H -5.491 1.453 -2.994 0.0 0.0 0.0
C 3.139 -2.519 -5.680 0.0 0.0 0.0
C 3.275 -1.993 -4.279 0.0 0.0 0.0
C 4.503 -1.695 -3.700 0.0 0.0 0.0
C 4.561 -1.227 -2.398 0.0 0.0 0.0
C 3.360 -1.080 -1.723 0.0 0.0 0.0
Br 3.383 -0.469 0.080 0.1 0.0 -0.1
N 2.184 -1.343 -2.240 0.0 0.0 0.0
C 2.147 -1.785 -3.494 0.0 0.0 0.0
H 4.115 -2.671 -6.141 0.0 0.0 0.0
H 2.570 -1.827 -6.306 0.0 0.0 0.0
H 2.608 -3.473 -5.687 0.0 0.0 0.0
H 5.419 -1.838 -4.263 0.0 0.0 0.0
H 5.499 -0.993 -1.916 0.0 0.0 0.0
H 1.158 -1.993 -3.892 0.0 0.0 0.0
Cl -1.065 -2.326 1.667 -0.1 -0.1 0.0
C -0.665 -4.017 1.765 0.0 -0.1 -0.1
C -1.221 -4.754 2.803 0.0 0.0 0.0
C -0.930 -6.102 2.910 0.0 0.0 0.0
C -0.088 -6.710 1.986 0.0 0.0 0.0
C 0.458 -5.962 0.959 0.0 0.0 0.0
C 0.181 -4.600 0.823 -0.1 0.0 0.0
P 0.860 -3.536 -0.517 0.0 0.0 0.1
C -0.198 -4.059 -1.925 -0.1 0.1 -0.1
C -0.281 -5.358 -2.427 0.0 0.0 0.0
C -1.118 -5.652 -3.491 0.0 0.0 0.0
C -1.896 -4.652 -4.062 0.0 0.0 0.0
C -1.839 -3.362 -3.558 0.0 0.0 -0.1
C -0.993 -3.066 -2.494 0.2 -0.1 0.0
C 2.451 -4.392 -0.830 0.0 0.0 0.0
C 3.333 -4.505 0.248 0.0 0.0 0.0
C 4.612 -5.005 0.073 0.0 0.0 0.0
C 5.045 -5.389 -1.190 0.0 0.0 0.0
C 4.187 -5.268 -2.271 0.0 0.0 0.0
C 2.900 -4.773 -2.093 0.0 0.0 0.0
H -1.869 -4.262 3.515 0.0 0.0 0.0
H -1.359 -6.679 3.719 0.0 0.0 0.0
H 0.145 -7.763 2.072 0.0 0.0 0.0
H 1.132 -6.434 0.254 0.0 0.0 0.0
H 0.316 -6.149 -1.987 0.0 0.0 0.0
H -1.171 -6.665 -3.872 0.0 0.0 0.0
H -2.556 -4.884 -4.890 0.0 0.0 0.0
H -2.465 -2.583 -3.982 0.0 -0.1 0.0
H -0.961 -2.059 -2.093 0.0 0.0 0.0
H 3.013 -4.192 1.235 0.0 0.0 0.0
H 5.277 -5.087 0.924 0.0 0.0 0.0
H 6.047 -5.776 -1.329 0.0 0.0 0.0
H 4.515 -5.558 -3.262 0.0 0.0 0.0
H 2.247 -4.677 -2.951 0.0 0.0 0.0
I -1.829 0.575 3.432 0.0 0.0 0.0
C -1.962 2.662 3.555 0.0 0.0 0.0
C -2.637 3.188 4.619 0.0 0.0 0.0
C -2.773 4.588 4.736 0.0 0.0 0.0
C -2.237 5.402 3.783 0.0 0.0 0.0
C -1.538 4.864 2.673 0.0 0.0 0.0
C -1.004 5.721 1.679 0.0 0.0 0.0
C -0.345 5.182 0.611 0.0 0.0 0.0
C -0.195 3.779 0.509 0.0 -0.1 0.0
C -0.669 2.855 1.423 0.0 0.0 0.0
C -1.367 3.452 2.528 0.0 0.0 0.0
H -3.069 2.538 5.369 0.0 0.0 0.0
H -3.305 5.002 5.584 0.0 0.0 0.0
H -2.337 6.480 3.860 0.0 0.0 0.0
H -1.127 6.794 1.788 0.0 0.0 0.0
H 0.064 5.832 -0.156 0.0 0.0 0.0
H 0.326 3.415 -0.375 0.0 0.0 0.0
```
Positions in Å, forces in eV/Å.

Summary:
**Charge**: 0
**Gap between HOMO and LUMO**: 5.48 eV
**E_LUMO**: -0.0034 Eh
**Max |F|**: 1.3 eV Å⁻¹
**Calculated total energy**: -8442.3091 Ha
**Relative energy (zero: lowest compared OMol25 entry of this formula, charge and spin)**: 21.3 kcal/mol

Results of the Mulliken charge analysis, in e, for atoms 1 through 5:
1. K 0.61
2. N -0.70
3. S 1.56
4. N 0.09
5. S 1.55